Entry 1:
The following is a quantum chemistry calculation of the molecule C9H6O2 at a distorted geometry, from the Open Molecules 2025 dataset.

Atoms and positions in Å:
O 4.3011 0.3410 -0.0794
C 3.3398 -0.4282 -0.0449
C 1.9770 -0.0466 0.1489
C 1.2633 1.1333 0.1142
C -0.0948 0.6930 -0.0290
C -1.3859 1.3828 0.0303
C -2.5839 0.6899 -0.0854
C -2.4653 -0.7384 -0.0322
C -1.2565 -1.4485 -0.0310
C -0.0428 -0.6966 -0.0550
O 1.2294 -1.1259 0.1337
H 3.5466 -1.4779 -0.2268
H 1.5610 2.1404 -0.0805
H -1.1996 2.4537 -0.0376
H -3.5942 1.0265 0.1591
H -3.2804 -1.3552 0.1644
H -1.3147 -2.5434 -0.0487

Results
LUMO energy, eV: -0.381
ΔE to the lowest compared entry with this formula, charge and spin, kJ/mol: 125.6
Structure (SMILES): O=Cc1cc2ccccc2o1
2S+1: 1
Highest occupied orbital energy, eV: -8.81
Maximum force, eV Å⁻¹: 3.87
DFT total energy, a.u.: -496.98298


Entry 2:
The following is a quantum chemistry calculation of C9H12N2O4STb as an isolated structure at a distorted geometry, from the Open Molecules 2025 dataset.

Atoms and positions in Å:
Tb 0.0496 0.1893 -0.9150
C 0.0801 1.8872 0.6033
O 0.0128 2.8625 1.2239
C 0.0609 2.3134 -2.1183
O -0.0357 3.3826 -2.5490
C -2.1163 1.3630 -0.9597
O -3.0982 1.9343 -1.0389
C 2.2733 1.2175 -0.9318
O 3.3174 1.7497 -1.0439
C 0.0553 -1.6185 -4.3791
H 0.9976 -2.1388 -4.2066
H -0.8820 -2.1445 -4.1974
C 0.0484 -0.3570 -4.7899
H -0.8938 0.1737 -4.9831
H 0.9862 0.1863 -4.9707
C -1.4748 0.1003 2.8476
N -1.2107 -1.2602 2.2722
C -0.1138 -1.4917 1.5084
S -0.1700 -2.3908 0.0366
N 1.0741 -0.9370 1.9162
C 1.4063 -0.8618 3.3443
H -0.5261 0.6103 3.1078
H -2.0647 -0.0791 3.7550
H -2.0609 0.7207 2.1457
H -2.0661 -1.6974 1.8584
H 1.8795 -1.1727 1.3241
H 2.2239 -1.5337 3.5806
H 1.7030 0.1433 3.6307
H 0.5447 -1.1510 3.9285

Results
LUMO energy (spin up / spin down), eV: -13.211 / -15.643
ΔE to the lowest compared entry with this formula, charge and spin, kJ/mol: 178.2
2S+1: 7
Charge: +3
Highest occupied orbital energy (spin up / spin down), eV: -19.84 / -19.61
Maximum force, eV Å⁻¹: 8.48
DFT total energy, a.u.: -1981.97970


Entry 3:
The following is a quantum chemistry calculation of C20H41As3IMnNO4Se3 as an isolated structure, from the Open Molecules 2025 dataset.

Atoms and positions in Å:
Mn 0.3589 -0.5232 0.2246
C 1.5174 2.8181 -1.2125
As 1.1103 0.9713 -1.6572
C 2.6756 0.5377 -2.7324
C -0.1310 1.1447 -3.1731
C -1.6343 1.4004 -2.9430
C -2.2050 1.8436 -4.2984
C -2.3512 0.0932 -2.5589
As -1.8093 -0.8301 -0.9133
C -2.4383 -2.6169 -1.3841
C -3.1911 -0.3704 0.3650
C -1.8245 2.4984 -1.8824
As -3.4618 3.6139 -1.9230
C -3.0620 4.4902 -0.2158
C -4.8332 2.3956 -1.2219
H 0.8746 3.1428 -0.3964
H 1.3921 3.4592 -2.0844
H 2.5564 2.8644 -0.8868
H 2.8098 1.2769 -3.5223
H 2.5543 -0.4458 -3.1877
H 3.5588 0.5191 -2.0950
H -0.0058 0.2292 -3.7610
H 0.2765 1.9612 -3.7768
H -1.9540 1.1175 -5.0758
H -1.8002 2.8145 -4.5914
H -3.2925 1.9370 -4.2619
H -2.1926 -0.6383 -3.3568
H -3.4291 0.2575 -2.4938
H -3.4453 -2.5643 -1.7974
H -2.4561 -3.2360 -0.4868
H -1.7731 -3.0764 -2.1143
H -4.1801 -0.4935 -0.0743
H -3.0305 0.6439 0.7163
H -3.0826 -1.0323 1.2229
H -1.0545 3.2608 -2.0368
H -1.6625 2.1049 -0.8746
H -2.2188 5.1687 -0.3408
H -2.8168 3.7558 0.5524
H -3.9265 5.0724 0.1013
H -5.1054 1.6442 -1.9633
H -5.7210 2.9925 -1.0119
H -4.5118 1.9071 -0.3046
C 4.3421 -4.0354 3.2632
Se 2.9448 -2.7670 2.7856
C 3.9112 -1.1689 3.3275
C 5.0266 -0.7483 2.3856
Se 4.4267 0.1349 0.7538
C 3.9258 1.7949 1.6277
H 4.5710 -3.9674 4.3247
H 5.2434 -3.8694 2.6765
H 3.9643 -5.0333 3.0463
H 4.3136 -1.3694 4.3220
H 3.1473 -0.3997 3.4170
H 5.6309 -1.6003 2.0748
H 5.6928 -0.0437 2.8870
H 4.7975 2.2333 2.1093
H 3.1205 1.6247 2.3338
H 3.5530 2.4782 0.8682
O -0.9413 0.5062 3.4728
Se 0.1176 1.1052 2.4090
O -0.6117 1.1473 0.8835
O 1.2527 -0.0853 1.9997
O 0.7964 2.5059 2.7937
I 1.5372 -2.8510 -0.9213
C 0.2947 -3.3671 0.6705
C 0.1020 -4.6533 1.1311
C -0.6630 -4.7966 2.2797
C -1.1661 -3.6691 2.9105
C -0.9230 -2.4161 2.3724
N -0.2149 -2.2755 1.2412
H 0.5450 -5.4980 0.6237
H -0.8424 -5.7823 2.6888
H -1.7331 -3.7508 3.8268
H -1.2457 -1.4921 2.8433

Results
LUMO energy (spin up / spin down), eV: -0.063 / -0.057
ΔE to the lowest compared entry with this formula, charge and spin, kJ/mol: 0.0
2S+1: 2
Highest occupied orbital energy (spin up / spin down), eV: -7.83 / -7.80
Maximum force, eV Å⁻¹: 0.61
DFT total energy, a.u.: -16502.55437


Entry 4:
The following is a quantum chemistry calculation of C46H48BF3N7OTl as an isolated structure, from the Open Molecules 2025 dataset.

Atoms and positions in Å:
Tl -0.3820 0.0348 0.1532
C -3.3120 -0.8768 -2.3259
C -3.2082 -2.1146 -1.7018
C -3.6390 -2.2735 -0.3909
C -4.1966 -1.1976 0.2892
C -4.3316 0.0313 -0.3447
C -3.8774 0.1982 -1.6476
H -2.9530 -0.7499 -3.3403
H -2.8005 -2.9611 -2.2392
H -3.5495 -3.2377 0.0950
H -4.5295 -1.3109 1.3137
H -4.7888 0.8617 0.1830
H -3.9585 1.1654 -2.1277
C -1.7869 5.0054 -2.8725
C -2.0485 4.1005 -1.7137
C -3.2126 4.0208 -0.9877
C -2.9650 3.0438 -0.0096
N -1.7419 2.5495 -0.1421
N -1.1765 3.1906 -1.1963
B 0.3675 3.1247 -1.4496
N 1.1747 3.1169 -0.1248
N 1.2275 2.0498 0.6919
C 2.0149 2.3625 1.7060
C 2.4481 3.6952 1.5845
C 1.8995 4.1355 0.3961
C 2.0471 5.4689 -0.2584
C 2.3755 1.3517 2.7163
C 2.5446 0.0187 2.3424
C 2.9308 -0.9375 3.2685
C 3.1543 -0.5761 4.5896
C 2.9878 0.7488 4.9739
C 2.6054 1.7056 4.0443
N 0.8570 1.9063 -2.3133
N 1.5730 0.9018 -1.7396
C 2.1980 0.2731 -2.7259
C 1.8691 0.8462 -3.9661
C 1.0279 1.8878 -3.6623
C 0.3966 2.8490 -4.6101
C 3.2184 -0.7512 -2.4509
C 3.5199 -1.7433 -3.3804
C 4.5361 -2.6544 -3.1350
C 5.2683 -2.5850 -1.9563
C 4.9720 -1.6005 -1.0226
C 3.9556 -0.6897 -1.2681
C -3.8564 2.6538 1.0930
C -5.2283 2.8879 1.0076
C -6.0735 2.5458 2.0514
C -5.5591 1.9664 3.2030
C -4.1928 1.7409 3.3014
C -3.3473 2.0841 2.2566
H -2.5996 5.7265 -2.9447
H -1.7459 4.4526 -3.8092
H -0.8496 5.5497 -2.7646
H -4.0922 4.6305 -1.1165
H 0.6521 4.1241 -2.0474
H 3.1098 4.2381 2.2396
H 2.6876 6.1025 0.3532
H 1.0821 5.9642 -0.3754
H 2.4943 5.3790 -1.2485
H 2.4028 -0.2516 1.3025
H 3.0664 -1.9672 2.9590
H 3.4564 -1.3194 5.3166
H 3.1605 1.0388 6.0027
H 2.4714 2.7367 4.3484
H 2.2427 0.5832 -4.9426
H 0.8893 2.7782 -5.5784
H 0.4801 3.8727 -4.2528
H -0.6630 2.6261 -4.7532
H 2.9448 -1.8043 -4.2970
H 4.7578 -3.4236 -3.8633
H 6.0688 -3.2904 -1.7715
H 5.5443 -1.5339 -0.1051
H 3.7271 0.0934 -0.5549
H -5.6391 3.3262 0.1062
H -7.1363 2.7330 1.9652
H -6.2174 1.6999 4.0197
H -3.7845 1.3107 4.2051
H -2.2767 1.9436 2.3375
C 0.1856 -4.5130 2.5096
C -0.8378 -3.5391 1.9546
O -0.6008 -2.2125 2.4070
C -1.2663 -1.9323 3.6300
C -0.7717 -0.6096 4.1625
H 0.0364 -5.5058 2.0786
H 1.1939 -4.1786 2.2619
H 0.1086 -4.5980 3.5947
H -1.8512 -3.8491 2.2350
H -0.7949 -3.5117 0.8652
H -1.0575 -2.7264 4.3560
H -2.3496 -1.9124 3.4579
H 0.2592 -0.6815 4.5071
H -1.3985 -0.2914 4.9944
H -0.8184 0.1514 3.3843
F 2.2567 -7.1626 -0.8310
C 2.0425 -6.5170 -1.9880
F 3.2095 -6.4970 -2.6512
F 1.1850 -7.2494 -2.7110
C 1.5252 -5.1241 -1.7465
C 0.5548 -4.5757 -2.5651
C 0.1198 -3.2893 -2.2831
N 0.5809 -2.5707 -1.2642
C 1.5342 -3.1030 -0.5035
C 2.0432 -4.3750 -0.7032
H 0.1421 -5.1338 -3.3934
H -0.6328 -2.8153 -2.9012
H 1.8973 -2.4879 0.3142
H 2.8159 -4.7718 -0.0594

Results
LUMO energy, eV: 0.332
ΔE to the lowest compared entry with this formula, charge and spin, kJ/mol: 72.6
2S+1: 1
Highest occupied orbital energy, eV: -8.11
Maximum force, eV Å⁻¹: 0.59
DFT total energy, a.u.: -2737.29764


- Among the records above, which one has the highest 2S+1?
  C9H12N2O4STb


- Look up the DFT total energy of the fourth one.
  -2737.29764 a.u.